No. 1
25
Properties=species:S:1:pos:R:3:forces:R:3 method="wB97M-V/def2-TZVPD" energy_ha=-1975.9969 de_lowest_kcal_mol=0.0 e_lumo_ev="3.2 / 3.2" multiplicity=2 orbital_gap_ev="6.32 / 6.46" total_charge=-1
C -1.7958 -0.4120 -1.3118 0.3 0.4 -0.7
C -0.6169 -0.8296 -1.9971 -0.6 0.6 0.0
C 0.1643 0.3313 -2.2934 -0.7 0.4 -0.3
C -0.5377 1.4784 -1.7791 -0.5 -0.6 -0.7
C -1.7394 1.0043 -1.1454 0.1 -0.2 -0.8
Ti 0.1895 0.2931 -0.0400 -1.1 -1.0 0.9
C 1.3086 -1.5330 0.2865 -0.8 0.2 0.3
C 0.0335 -1.8706 1.0280 -0.3 -3.4 -0.1
C -0.5166 -3.1389 1.1430 0.6 1.0 -0.4
N -0.6302 -0.7740 1.4286 0.5 1.9 0.5
H 1.0797 0.3467 -2.8698 0.0 0.0 0.2
H -0.4067 -1.8462 -2.3231 0.1 0.3 0.4
H -0.2672 2.5170 -1.9228 0.1 -0.2 0.2
H -2.5381 1.6238 -0.7307 0.5 -0.2 0.0
H -2.6483 -1.0487 -1.0556 0.7 0.2 0.3
H 1.5805 -2.2007 -0.5430 0.0 0.0 0.6
H -1.4080 -0.8682 2.0718 0.1 -0.3 -0.4
H 2.1164 -1.3120 1.0079 -0.2 0.0 -0.5
H 0.0688 -3.9942 0.8392 -0.1 -0.2 0.0
H -1.5652 -3.2393 1.4260 0.2 -0.2 0.1
O 0.9070 3.7142 0.6521 0.4 -0.4 0.6
Cl 1.3807 2.6390 1.4867 0.3 -1.7 -2.1
O 2.6149 2.9285 2.1438 -0.5 0.0 -0.2
O 0.3571 2.1709 2.3747 0.4 0.2 -0.2
O 1.6957 1.3906 0.4624 0.6 3.1 2.3

***

No. 2
24
Properties=species:S:1:pos:R:3:forces:R:3 method="wB97M-V/def2-TZVPD" energy_ha=-745.6720 de_lowest_kcal_mol=17.1 e_lumo_ev="3.2 / 1.5" multiplicity=3 orbital_gap_ev="5.00 / 6.85" total_charge=-1
C 3.9059 -0.4397 0.2327 2.0 3.1 -0.1
C 3.1799 0.6264 -0.3572 2.2 2.0 2.5
C 2.2279 0.8041 -1.1614 -1.5 -2.9 -1.1
C 3.8765 2.3715 0.2827 0.1 -2.7 -0.7
C -1.4825 -0.3004 0.9155 2.0 -1.1 0.9
C -0.4848 -1.2695 -1.1676 -1.3 1.7 2.0
C 0.0248 1.1240 -0.4273 1.7 -0.5 2.0
C -0.2070 -0.2575 0.0651 -0.6 -4.9 -0.8
N 3.3991 -1.6062 0.0571 -1.5 -4.8 -0.8
N 2.5866 -2.3311 -0.3674 1.0 1.4 0.5
O 3.1817 2.7799 1.1178 -2.5 1.8 2.7
O 4.8679 2.4849 -0.3297 2.6 0.8 -1.6
O 1.0060 1.1221 -1.4852 0.0 1.7 -0.1
F 3.0133 -4.0187 0.2654 0.0 -0.1 0.2
H 4.9142 -0.3645 0.8041 -2.1 0.1 -1.1
H -1.1435 0.1834 1.7646 0.3 1.5 2.3
H -1.7870 -1.2662 1.3840 0.0 0.4 -1.3
H -2.2008 0.3429 0.5256 -1.9 0.5 -0.9
H -1.0586 -0.6076 -1.8533 -0.5 -1.1 0.2
H -0.9202 -2.2643 -0.8239 0.3 1.5 -0.7
H 0.4083 -1.3952 -1.6616 2.1 -0.8 -1.1
H -0.8067 1.5444 -0.9123 -1.3 0.6 -0.3
H 0.2874 1.6272 0.5526 0.3 0.6 -1.6
H 0.6650 -0.7191 0.6896 -1.3 1.2 -1.1

***

No. 3
20
Properties=species:S:1:pos:R:3:forces:R:3 method="wB97M-V/def2-TZVPD" energy_ha=-420.0645 de_lowest_kcal_mol=166.4 e_lumo_ev="-0.5 / 0.3" orbital_gap_ev="7.91 / 8.81"
C -1.2139 -0.4709 -0.2287 -0.3 -2.5 0.0
C -0.1755 0.4124 -0.3625 -0.4 0.2 0.3
C 1.0029 -0.3648 -0.1710 -0.5 -0.2 0.1
C 3.8602 -0.4819 -0.3328 -1.8 -0.5 -0.5
C -2.4667 2.9645 0.2685 -0.8 2.5 0.4
C -0.3493 1.8286 -0.6214 2.9 1.5 -1.9
C -1.3898 2.5624 -0.3631 -1.0 -1.0 0.9
C -1.1537 -3.0858 0.1440 -0.6 -1.1 0.0
N 0.7089 -1.5988 0.0645 0.8 -0.4 -0.2
N -0.6264 -1.7475 -0.0009 0.4 2.0 -0.1
H -2.3113 -0.3132 -0.3417 1.2 -0.3 0.2
H 4.1058 -0.0513 0.6101 0.4 0.7 0.1
H 3.7281 0.0129 -1.2900 0.5 0.3 0.4
H -3.4961 3.1858 -0.1955 1.8 -0.7 0.6
H -2.2628 3.5171 1.2575 -0.6 -1.1 -1.3
H 0.5653 2.2935 -1.1812 -1.8 -0.6 1.0
H 3.3852 -1.4458 -0.2709 0.2 -0.4 -0.1
H -0.5013 -3.8883 -0.3703 -0.9 1.7 0.4
H -2.1487 -2.9892 -0.4172 1.1 -0.9 1.4
H -1.1419 -3.4362 1.2584 -0.7 0.8 -1.9

***

No. 4
20
Properties=species:S:1:pos:R:3:forces:R:3 method="wB97M-V/def2-TZVPD" energy_ha=-420.0783 de_lowest_kcal_mol=66.5 e_lumo_ev="1.0 / -0.8" multiplicity=3 orbital_gap_ev="6.64 / 8.31"
C 0.5645 -0.1988 -1.5306 -0.5 0.0 -0.4
C -1.3829 -0.5455 0.8748 1.1 -1.6 -0.5
C 1.2188 0.7259 -0.8212 0.2 2.6 0.8
C -1.8099 0.5892 0.5240 -1.1 2.8 -0.8
C -0.9786 -1.6572 -0.0205 -0.2 0.5 -0.3
C -2.4829 1.6688 0.2395 -0.5 -0.1 -0.8
C 2.6531 0.8310 1.0108 1.3 3.2 0.7
C 0.4358 -1.4094 -0.6519 1.2 -1.0 -0.9
N 1.7643 0.1415 0.3176 -3.1 1.8 -3.9
N 1.4554 -1.1132 0.3846 -0.5 -3.9 1.4
H 0.2634 -0.0828 -2.5521 -0.6 0.0 -0.1
H -1.2313 -0.6667 1.8746 0.4 -0.5 2.9
H 1.3144 1.8889 -0.8112 -0.1 -2.5 -0.9
H -0.9276 -2.6123 0.5526 -0.4 0.6 -0.7
H -1.7870 -1.5533 -0.7853 1.0 -1.2 0.0
H -3.5462 1.4571 0.0864 0.1 0.5 0.3
H -2.1083 2.6591 -0.0510 0.0 -0.6 0.3
H 2.7208 1.9107 0.7762 0.0 -1.1 0.3
H 3.2114 0.3957 1.7354 1.4 -1.2 2.0
H 0.6529 -2.4289 -1.1529 0.2 1.6 0.7

***

No. 5
22
Properties=species:S:1:pos:R:3:forces:R:3 method="wB97M-V/def2-TZVPD" smiles="O=CC(=O)C1CC1.c1cn[nH]c1" energy_ha=-570.7115 de_lowest_kcal_mol=95.9 e_lumo_ev=0.6 orbital_gap_ev=9.56
O -1.4475 2.2522 0.8090 2.1 -0.2 0.2
C -0.2389 1.9522 0.8490 -2.9 1.2 0.8
C 0.2026 0.7112 1.5267 -1.7 -2.7 -1.4
O 1.1953 0.6542 2.1943 0.8 0.1 0.6
C -0.6576 -0.5101 1.2021 0.7 -0.7 1.4
C -0.0982 -1.9216 1.1373 2.6 2.0 2.9
C -0.8993 -1.5039 2.3491 -1.7 -0.6 -2.0
H 0.6076 2.6102 0.8452 0.4 1.3 -0.5
H -1.4772 -0.4587 0.5337 -0.7 0.9 -0.3
H 0.8887 -1.9046 1.6216 0.4 -0.3 -1.2
H -0.1974 -2.5804 0.3180 -0.9 -0.6 -0.4
H -1.9196 -1.8836 2.3193 0.1 0.3 0.8
H -0.3707 -1.3528 3.2816 -0.1 -0.1 -0.1
C 0.2010 0.3918 -3.0594 -0.4 0.1 -0.5
C -0.4364 1.2933 -2.1833 0.6 -0.2 -0.7
N 0.1698 1.1942 -1.0302 0.0 0.2 1.3
N 1.0967 0.2491 -1.0677 0.4 -0.8 -1.5
C 1.1227 -0.2844 -2.3688 1.0 0.2 3.3
H 0.1490 0.2180 -4.0864 -0.8 0.1 -1.4
H -1.2497 1.9802 -2.4027 0.3 -0.1 0.4
H 1.5825 -0.0165 -0.1812 -0.5 0.2 -1.5
H 1.7765 -1.0900 -2.6072 0.3 -0.2 -0.2

***

No. 6
23
Properties=species:S:1:pos:R:3:forces:R:3 method="wB97M-V/def2-TZVPD" smiles="CC(=O)Nc1ccccc1.O=NO" energy_ha=-645.9586 de_lowest_kcal_mol=95.4 e_lumo_ev=0.3 orbital_gap_ev=9.19
C -1.5995 0.0124 2.8424 1.7 -1.9 1.3
C -0.4658 -0.1799 1.8823 -1.6 1.8 -0.8
O 0.5892 -0.6483 2.1853 1.5 -0.4 0.2
N -0.7699 0.3207 0.5874 4.1 -0.4 1.5
C 0.1996 0.3736 -0.4625 -2.6 -0.5 -0.3
C -0.3544 0.2880 -1.7421 -1.9 0.4 -0.2
C 0.4520 0.2484 -2.8304 0.9 0.0 -0.4
C 1.8443 0.3297 -2.7886 -0.9 -1.1 2.1
C 2.3908 0.2244 -1.5181 -2.2 1.1 0.4
C 1.5411 0.2537 -0.3666 3.0 -0.7 0.5
H -1.4708 0.9347 3.3607 0.2 0.6 0.7
H -1.7104 -0.8787 3.5276 0.4 1.2 -0.6
H -2.4371 0.0740 2.2737 -2.9 0.2 -1.4
H -1.6448 0.6770 0.3679 -1.7 0.5 -0.2
H -1.4779 0.2018 -1.9159 1.6 0.1 0.5
H 0.0537 -0.0259 -3.7569 -0.9 0.1 -1.4
H 2.3674 0.0977 -3.6702 0.9 0.3 -0.9
H 3.4191 0.2353 -1.3413 1.5 -0.3 0.1
H 2.0182 -0.0307 0.5897 -0.4 0.9 -0.6
O -2.0023 -2.2625 -0.0822 1.8 -0.1 0.9
N -1.1040 -2.1073 0.6942 -1.2 -0.9 -0.3
O 0.1109 -2.3716 0.1295 -0.1 -1.1 -2.0
H 0.9277 -2.1953 0.6354 -1.1 0.4 1.0

***

No. 7
23
Properties=species:S:1:pos:R:3:forces:R:3 method="wB97M-V/def2-TZVPD" smiles="O=C=C(N=O)[C@@]1(O)[C@@H]2CCCN[C@@H]21" energy_ha=-645.8854 de_lowest_kcal_mol=141.3 e_lumo_ev=-0.1 orbital_gap_ev=8.39
O -1.9435 3.1430 2.5013 0.1 -1.2 0.2
C -1.9693 2.2105 1.8248 -0.6 2.4 0.2
C -2.0063 1.3902 0.7818 2.4 -1.2 0.3
N -3.1991 1.2811 0.1437 -1.3 0.2 0.1
O -3.1306 0.6838 -0.9050 -1.0 0.0 -1.0
C -0.6799 0.7709 0.3761 -1.5 -0.6 0.5
O 0.3422 1.6542 0.2290 1.3 1.2 1.1
C -0.2852 -0.6322 0.8776 1.2 0.7 -2.4
C 1.2332 -0.9502 1.0449 -1.9 -1.5 2.4
C 2.1363 -0.7634 -0.1525 -1.2 -2.0 0.0
C 1.3983 -1.2363 -1.4176 -0.6 1.0 1.4
N 0.2996 -0.2737 -1.5698 1.0 -0.7 -2.2
C -0.6650 -0.3755 -0.5847 -3.8 -0.5 0.4
H 0.2694 2.2393 -0.5357 -0.3 -0.5 -0.2
H -1.0185 -1.2551 1.3846 0.3 0.4 0.3
H 1.1429 -2.0962 1.2317 0.7 1.8 0.3
H 1.5468 -0.3418 1.9667 0.1 -1.3 -1.2
H 2.2687 0.2770 -0.1897 1.1 1.3 -0.6
H 3.0018 -1.4134 -0.0119 0.4 0.6 0.1
H 2.0554 -1.1227 -2.2296 0.8 -0.1 -1.3
H 1.0522 -2.2808 -1.3275 0.1 0.2 0.0
H -0.1057 -0.2723 -2.5120 0.2 -0.1 0.7
H -1.7437 -0.6363 -0.9262 2.4 -0.1 0.7

***

No. 8
25
Properties=species:S:1:pos:R:3:forces:R:3 method="wB97M-V/def2-TZVPD" energy_ha=-1062.7205 de_lowest_kcal_mol=83.4 e_lumo_ev="3.3 / 3.3" orbital_gap_ev="6.58 / 6.58" total_charge=-1
C 2.6302 1.5656 1.3542 -0.1 0.5 -1.1
C 3.3057 0.9307 0.2789 -2.2 -0.5 0.7
C 1.2333 1.6638 1.2199 -0.5 0.4 0.3
C 2.5079 0.4870 -0.7955 0.3 0.5 0.0
C 0.5392 1.1779 0.0783 1.2 0.5 0.8
C -1.6668 -0.7668 0.7006 -2.7 -1.6 -0.5
C -0.0715 -2.1468 -0.7157 -0.7 1.4 2.0
C -1.3703 -1.3983 -0.5810 0.8 0.8 0.9
N 1.2007 0.6398 -0.9437 -0.6 0.4 0.7
N -2.2099 -1.3707 -1.6336 -3.0 1.8 -0.6
O -3.0956 -0.4427 0.7654 -1.2 -0.1 -0.8
O -1.8568 1.4726 -1.2913 -1.1 0.4 -4.5
O -1.1559 -1.0276 1.7816 1.8 -0.1 1.6
O -1.8049 1.9494 1.1402 -0.1 1.2 2.4
P -1.2704 1.2616 -0.0138 1.4 -1.3 1.9
H 3.2284 2.1124 2.1428 -1.0 -1.1 -0.7
H 4.2814 0.5493 0.4458 1.0 0.2 -0.4
H 0.5776 2.1539 1.9534 0.5 -0.2 -0.2
H 2.8309 0.0561 -1.7138 1.5 -0.6 -0.2
H 0.6572 -1.6680 -1.3104 0.7 0.5 -1.0
H -0.2405 -3.1439 -1.0273 -0.3 -1.0 -0.4
H 0.2986 -2.1088 0.3129 0.3 -0.4 -0.1
H -1.9203 -0.7874 -2.4269 0.5 -0.5 0.2
H -3.5017 -0.2675 1.6467 1.7 -0.1 -0.8
H -3.1265 -0.8918 -1.3677 1.6 -1.0 -0.1

***

No. 9
25
Properties=species:S:1:pos:R:3:forces:R:3 method="wB97M-V/def2-TZVPD" energy_ha=-1010.7924 de_lowest_kcal_mol=44.9 e_lumo_ev=5.9 orbital_gap_ev=7.57 total_charge=-2
C 0.6096 2.0356 -0.5678 -1.7 -0.9 0.3
C -1.4680 1.8496 -1.3016 -0.4 -1.1 -0.3
C -1.6419 0.9374 -0.3434 4.2 1.9 0.1
C -2.5635 2.0009 -2.3726 0.1 -0.3 1.1
C -2.1616 -0.0447 0.5104 -3.6 -1.2 1.4
C 2.7474 -0.6278 0.3339 -1.4 -0.2 -0.6
C 0.0254 -1.8092 -0.8043 1.7 0.9 2.2
C 0.8675 -1.1041 2.5148 -2.0 0.6 -1.0
N -0.2740 2.4808 -1.5063 1.2 -0.5 2.0
N 0.3526 1.0440 0.3248 -2.6 2.8 -3.0
O -3.5373 2.6561 -2.0235 -1.1 1.1 -0.1
O -1.3044 -0.7330 1.1493 0.8 -0.6 0.4
O -2.3097 1.3463 -3.3744 0.2 -0.5 -1.5
O -3.4116 -0.2072 0.6600 1.7 0.5 -0.6
Si 0.6126 -0.6316 0.6079 1.0 -0.1 1.1
H 1.4629 2.6916 -0.4859 0.7 -0.3 0.0
H 3.3614 0.2534 0.4649 -0.3 0.9 0.2
H 3.0716 -1.2846 1.1116 0.4 -0.9 0.6
H 3.1139 -1.0179 -0.6155 -0.1 -0.4 -0.3
H -0.0294 -2.7477 -0.3367 -0.4 -1.6 0.7
H -0.9270 -1.4916 -1.1014 -1.0 0.4 -1.0
H 0.8173 -1.8830 -1.4846 0.8 0.1 -1.7
H 1.7409 -0.7784 3.0176 1.0 0.8 0.2
H -0.0633 -0.7672 3.0455 1.0 -0.3 -0.3
H 0.9085 -2.1679 2.5773 -0.2 -1.2 0.1

***

No. 10
22
Properties=species:S:1:pos:R:3:forces:R:3 method="wB97M-V/def2-TZVPD" energy_ha=-1010.9107 de_lowest_kcal_mol=160.0 e_lumo_ev="5.5 / 5.5" orbital_gap_ev="3.24 / 3.24" total_charge=-2
C -0.8686 1.0454 -1.8015 1.5 2.3 -0.2
C 0.5559 0.8366 -2.0655 -0.5 3.9 -1.1
C 1.3130 1.6443 -1.1121 -1.5 3.1 -2.8
C 0.3619 2.3546 -0.2698 -0.4 0.7 -2.9
C -0.9828 1.9830 -0.6890 1.7 0.9 -1.9
Pb 0.1610 -0.0016 -0.0031 0.7 -3.5 4.0
N -1.4981 -0.7087 0.9235 -5.0 -2.0 0.0
C -0.0194 -2.5102 0.0799 0.1 -2.0 -0.7
C 0.9898 -1.9779 -0.7238 0.6 -3.3 0.1
H 2.3804 1.6870 -1.0405 0.2 -0.2 0.2
H 0.9678 0.1998 -2.8136 0.2 -0.4 -0.2
H 0.6071 3.0029 0.5472 0.0 0.0 0.3
H -1.8991 2.3125 -0.2401 -0.1 -0.2 0.2
H -1.6794 0.5641 -2.3078 -0.2 -0.2 0.0
H 0.8713 -1.9413 -1.8064 0.1 0.0 0.2
H -0.9404 -2.8878 -0.3575 0.3 0.1 0.2
H -2.4596 -1.1242 1.1254 1.4 0.2 -0.7
H 1.9785 -1.7690 -0.2991 -0.3 -0.4 -0.4
H 0.1591 -2.7141 1.1344 -0.2 0.2 -0.3
S 0.0037 0.0062 2.4639 0.8 0.4 1.4
C -0.0023 -0.0016 4.0140 0.8 0.5 8.1
N 0.0000 0.0000 5.2413 -0.3 -0.2 -3.5